Density functional theory data (ωB97M-V/def2-TZVPD) for a 8-piece molecular cluster, C63H132BF4N7O4 overall in a non-equilibrium geometry.

```
211
Properties=species:S:1:pos:R:3:forces:R:3:lowdin_charge:R:1
F -1.786 0.155 -1.039 -1.9 0.0 -0.7 0.141
F -0.733 -1.131 0.490 -0.6 -1.9 0.4 0.151
F 0.124 -0.858 -1.678 0.1 -1.0 -0.8 0.143
F 0.138 0.740 -0.122 1.1 1.7 0.1 0.104
O 1.586 -3.392 -7.198 -7.9 4.2 3.4 0.189
O -3.947 -5.398 -3.078 -2.6 2.3 8.5 0.162
O -1.547 2.289 -2.667 4.2 7.0 -2.7 0.160
O 1.883 -1.297 2.499 -2.9 -2.1 4.7 -0.071
N 3.843 3.791 6.988 2.6 -1.3 0.1 -0.217
N -4.315 -4.986 -1.815 1.3 0.7 -8.2 0.160
N 0.437 -2.772 -6.617 7.0 -4.5 -0.7 0.160
N -4.236 1.142 1.478 -1.2 -0.8 0.6 -0.215
N 1.213 -1.929 3.629 1.4 2.2 -3.3 0.002
N -0.886 3.386 -3.088 -3.8 -5.4 2.9 0.150
N 4.853 0.203 -0.094 -0.6 -1.1 0.5 -0.167
C -4.690 0.665 -1.114 0.4 2.0 1.4 -0.196
C 2.147 2.783 2.127 -0.5 -0.3 -0.6 -0.109
C 3.029 3.231 4.509 0.0 1.3 0.6 -0.156
C 3.794 1.651 8.186 -0.9 -0.3 -1.7 -0.171
C 0.251 3.042 -5.248 0.7 -0.9 0.1 0.005
C 1.699 -0.685 -6.435 1.4 1.2 -1.9 -0.038
C -0.135 4.214 -1.980 0.9 1.0 -0.2 -0.397
C 1.226 3.475 -1.777 -0.4 -0.3 -1.1 0.016
C 0.742 -1.583 -5.765 -1.2 0.5 1.7 -0.415
C -5.226 -4.126 0.824 0.5 1.0 -0.8 -0.147
C 4.070 -2.154 -0.214 -0.5 -0.7 -0.2 -0.186
C 5.275 -1.314 -0.110 1.3 0.5 0.1 -0.084
C 0.667 -4.040 4.824 0.4 -0.3 0.5 -0.126
C -2.306 3.319 -5.219 0.7 -0.4 0.3 0.016
C 1.235 0.175 5.067 -0.7 -0.5 -0.9 -0.025
C -5.755 0.875 -2.152 -0.8 -0.2 -0.6 -0.248
C -0.332 -3.319 5.747 0.2 -1.0 -0.2 -0.189
C 4.523 2.366 7.083 0.8 1.8 -0.4 -0.092
C 2.079 -4.069 2.700 0.7 -0.7 -0.9 -0.040
C 9.220 2.139 -2.199 -1.1 0.9 0.1 -0.070
C 3.703 2.694 9.257 0.4 0.2 -0.1 -0.128
C -3.856 -4.839 0.615 -0.9 -0.3 0.4 -0.094
C -1.095 -4.206 -7.858 -0.7 0.6 -1.2 -0.018
C -0.928 -0.553 4.096 -1.1 -0.7 -1.1 -0.050
C -2.116 -5.844 -0.978 0.8 0.4 0.8 0.001
C -2.559 -3.341 -0.985 0.1 0.8 0.3 0.015
C -0.857 -3.579 -6.480 -1.1 -0.4 -1.5 -0.415
C -6.270 -4.579 -0.213 2.0 -1.2 -0.2 -0.104
C -0.860 4.250 -0.676 -1.5 -1.6 0.9 -0.034
C -0.574 -0.773 -5.412 0.1 -1.0 -0.5 -0.121
C 0.941 -3.381 3.449 -1.8 -0.2 -0.1 -0.434
C 5.581 0.972 -1.278 0.3 -0.3 2.0 -0.076
C 5.100 0.771 1.344 0.3 0.7 -1.1 0.035
C -0.819 5.260 -4.720 1.2 1.9 1.5 -0.106
C -1.724 -1.643 -4.954 0.3 -1.5 0.2 -0.172
C -6.798 -4.960 -2.648 1.6 -1.4 -0.1 -0.012
C 3.382 3.988 8.467 -0.3 0.5 0.1 -0.062
C 3.324 0.103 -0.386 -0.5 0.0 0.1 -0.079
C -0.933 3.728 -4.578 -0.9 0.5 0.0 -0.412
C -2.830 2.811 2.658 -0.4 -0.9 -0.6 -0.108
C -3.940 2.304 3.575 0.6 -0.7 2.2 -0.171
C 0.285 5.922 -3.848 1.4 -1.4 -0.8 -0.169
C -5.234 1.132 0.264 0.8 -0.8 0.4 -0.068
C -0.447 -3.647 2.682 0.6 0.4 -0.5 -0.021
C -3.101 2.110 1.319 0.3 -0.4 -0.6 -0.111
C -4.998 1.724 2.722 0.1 1.2 -2.4 -0.070
C 7.156 0.985 -1.143 -1.2 0.8 -0.1 -0.174
C -2.090 -2.642 -6.069 1.6 0.7 -0.3 -0.074
C 3.037 -1.308 -0.913 0.1 -0.8 1.1 -0.142
C 2.703 3.734 5.969 0.1 0.1 0.4 -0.090
C -5.761 -4.309 -1.681 -2.9 -0.7 1.0 -0.383
C -3.758 -0.275 1.775 0.9 0.6 -0.3 0.043
C 0.056 5.691 -2.371 -0.3 0.6 -1.4 -0.133
C -3.223 -4.732 -0.789 0.7 -1.9 -0.8 -0.397
C 1.893 3.472 3.461 0.3 -0.4 0.8 -0.229
C 1.374 -1.975 -4.322 -0.4 -1.2 -0.8 0.022
C -5.165 1.195 -3.544 -0.4 -0.7 0.5 -0.069
C -5.795 -2.805 -1.921 1.9 0.4 -0.2 -0.019
C 0.385 -1.085 4.618 1.0 1.4 1.5 -0.394
C 0.094 -1.919 5.939 1.3 0.8 -0.1 -0.150
C 4.970 4.840 6.603 -2.0 -0.1 0.8 0.061
C 7.666 2.042 -2.165 0.1 -1.2 0.6 -0.242
C -0.662 -4.766 -5.550 1.4 0.0 1.6 -0.002
B -0.589 -0.343 -0.617 1.2 1.3 0.7 -1.456
H 3.327 2.186 4.600 -0.3 -0.1 -0.3 0.085
H 0.735 -2.566 -3.665 -0.6 0.3 -0.2 0.068
H 0.607 0.977 5.456 -0.5 -0.5 0.7 0.080
H 9.496 3.139 -2.536 0.0 -0.1 -0.3 0.077
H 1.480 -0.489 -7.485 -0.4 -0.5 -0.2 0.112
H 5.092 0.624 -2.188 0.5 -0.6 0.0 0.129
H -1.860 2.547 3.078 0.1 0.4 -0.2 0.106
H -4.231 3.107 4.252 -0.7 0.0 -0.3 0.138
H -6.442 0.033 -2.077 0.0 -0.3 -0.8 0.099
H 5.939 -1.411 -0.969 0.0 -0.1 0.2 0.129
H -6.313 -5.666 -0.140 -0.1 -0.3 0.2 0.127
H 3.049 3.155 1.642 0.0 0.2 0.1 0.069
H 0.386 -5.087 4.713 -0.3 0.0 -0.5 0.127
H -6.060 0.536 0.651 -0.2 0.0 -0.2 0.137
H 1.248 3.384 -4.971 -0.2 0.7 0.0 0.089
H 0.983 2.428 -1.599 0.2 0.0 0.6 0.072
H -0.194 -4.420 -4.629 -0.2 -0.1 0.3 0.073
H -2.353 -6.869 -0.696 -0.7 0.2 0.1 0.105
H -0.941 0.252 3.362 0.8 -0.1 -0.4 0.074
H 0.129 3.121 -6.328 0.0 0.1 0.1 0.122
H 2.307 4.740 6.109 -0.4 0.0 -0.9 0.137
H -6.444 1.694 -1.943 0.2 0.3 0.5 0.121
H 1.773 4.530 3.228 0.3 0.2 0.3 0.115
H 0.019 -5.529 -5.927 0.0 0.2 -0.4 0.110
H 1.021 -1.938 6.511 0.4 0.0 -0.2 0.117
H -2.402 2.317 -5.638 0.6 -0.2 0.3 0.085
H -2.231 1.585 0.922 -0.1 0.0 -0.2 0.115
H -0.308 4.820 0.072 0.2 0.0 -0.3 0.115
H -4.155 -0.284 -1.142 -0.3 0.1 0.0 0.090
H -4.040 -5.874 0.901 0.5 -0.2 -0.2 0.136
H -6.535 -4.864 -3.702 0.1 0.2 0.1 0.090
H 4.436 5.789 6.571 0.1 0.1 -0.1 0.105
H -5.203 -2.231 -1.209 0.3 -0.2 -0.1 0.046
H 2.760 1.531 7.864 -0.1 -0.8 -0.2 0.106
H -1.584 -5.281 -5.281 -0.2 0.4 -0.4 0.106
H 4.264 0.683 8.357 -0.1 0.2 0.5 0.142
H 5.662 4.891 7.444 0.1 -0.3 -0.3 0.110
H -0.799 6.333 -2.156 -0.5 -0.5 0.6 0.132
H -0.622 5.542 -5.755 -0.2 -0.4 -0.1 0.145
H 0.870 6.150 -1.810 0.1 -0.5 0.2 0.143
H -3.990 1.473 -1.329 0.8 -0.4 -0.1 0.094
H -0.282 -3.797 6.725 0.0 -0.2 0.0 0.129
H 1.603 -4.162 5.371 0.3 0.5 0.1 0.129
H 3.124 -3.921 2.974 -0.2 0.4 1.2 0.092
H 4.698 1.781 1.418 0.0 0.0 -0.5 0.073
H 7.693 0.037 -1.174 -0.4 -0.2 -0.4 0.119
H 2.915 0.880 -1.031 0.8 0.2 -0.3 0.114
H 3.867 4.844 8.936 0.5 0.0 -0.5 0.132
H -5.387 -2.641 -2.918 -0.3 0.5 -0.1 0.103
H -7.855 -4.716 -2.539 0.3 0.7 0.5 0.115
H 3.888 3.777 4.120 0.3 0.0 0.1 0.107
H 6.172 0.828 1.533 -0.1 -0.2 -0.2 0.095
H 3.146 -1.532 -1.974 -0.4 0.8 -0.1 0.108
H 0.429 6.984 -4.049 -0.4 0.0 -0.1 0.139
H -1.016 3.235 -0.312 0.3 -0.1 0.3 0.066
H 9.579 2.123 -1.170 0.2 -0.4 0.0 0.076
H 1.575 -1.040 -3.798 0.1 -0.1 -0.3 0.083
H -5.549 2.162 0.094 -0.1 0.0 0.5 0.133
H -1.632 5.881 -4.345 -1.1 -0.9 -0.5 0.137
H 4.681 2.789 9.728 -0.2 0.2 0.4 0.131
H 4.657 2.040 6.052 -0.5 -0.6 0.3 0.116
H 0.938 3.201 3.911 -0.1 -0.4 -0.1 0.096
H -2.951 -3.257 -5.805 0.2 -0.2 -0.2 0.129
H -3.047 -0.539 0.992 -0.3 -0.1 -0.2 0.078
H -5.699 0.967 3.072 0.0 0.5 0.2 0.152
H -7.302 -4.280 -0.029 0.2 0.6 -0.3 0.144
H 2.342 4.312 8.489 -0.2 -0.6 -0.3 0.133
H -1.305 -5.539 -0.316 -0.2 0.0 0.7 0.086
H -5.671 -4.163 1.818 0.5 -0.6 0.1 0.131
H 3.676 -2.468 0.753 0.2 0.2 0.2 0.094
H -2.304 -2.040 -6.952 -0.4 -0.2 -0.2 0.123
H 2.731 -1.031 -6.477 -0.1 -0.1 0.4 0.107
H -3.121 3.393 -4.499 0.0 0.6 -0.2 0.076
H -2.577 -1.076 -4.582 0.0 0.1 -0.3 0.111
H 1.236 5.467 -4.128 0.4 0.0 0.0 0.105
H 7.198 1.760 -3.109 0.4 0.3 -0.4 0.104
H -4.304 0.556 -3.740 0.0 -0.2 -0.2 0.055
H -1.393 -3.351 5.503 0.0 -0.3 -0.6 0.114
H -3.053 -4.422 1.222 -0.3 -0.1 0.5 0.117
H -4.543 -1.021 1.890 -0.3 0.5 -0.2 0.105
H -2.170 -3.028 -1.954 -0.5 -0.5 -0.4 0.092
H -0.595 -1.479 6.660 -0.2 0.8 -0.6 0.133
H 2.161 -1.784 -0.472 -0.8 1.0 -0.8 0.116
H -1.268 -3.401 -8.573 0.1 0.0 -0.2 0.100
H -1.600 -0.168 4.864 0.3 -0.3 0.5 0.094
H 2.926 2.413 9.967 0.2 0.4 0.2 0.136
H 5.773 -1.643 0.802 0.6 0.9 -0.1 0.141
H -2.010 -4.798 -7.885 -0.1 0.1 0.5 0.114
H 1.866 3.484 -2.660 -0.1 0.3 -0.2 0.084
H -2.936 3.864 2.396 0.3 0.1 0.8 0.125
H -1.374 -3.335 3.162 0.4 0.0 0.8 0.058
H -5.935 1.065 -4.304 0.2 0.0 -0.1 0.089
H -4.806 2.223 -3.583 -0.1 0.0 0.1 0.061
H 2.240 -2.631 -4.409 0.4 0.5 -0.4 0.099
H -0.539 -4.725 2.555 0.2 0.0 -0.2 0.086
H -5.392 2.659 2.323 -1.4 -0.6 -0.4 0.142
H 5.541 2.545 7.428 0.1 0.2 0.1 0.133
H 4.229 -3.066 -0.790 0.4 0.0 0.1 0.139
H -1.662 -3.284 -0.370 0.0 -0.6 0.2 0.083
H -1.870 4.658 -0.710 0.1 0.4 -0.4 0.104
H -6.744 -6.025 -2.420 -0.2 -0.2 -0.2 0.096
H -1.400 -2.259 -4.114 0.1 0.2 0.4 0.087
H 1.956 -5.152 2.690 -0.3 -0.1 0.4 0.095
H -6.794 -2.390 -1.784 -0.2 -0.7 -0.4 0.117
H 2.169 1.695 2.054 0.3 -0.2 0.9 0.050
H -3.719 1.499 4.276 1.3 0.1 0.1 0.112
H -0.913 -0.267 -6.317 0.2 0.5 0.0 0.132
H -0.522 -3.132 1.724 0.6 -0.1 -0.3 0.053
H 0.316 1.985 -4.991 -0.5 -0.1 -0.1 0.061
H 5.205 1.991 -1.187 0.2 0.2 0.2 0.118
H 4.635 0.234 2.171 -0.2 -0.7 -0.7 0.104
H -4.965 -3.075 0.704 -0.5 0.4 -0.1 0.070
H -1.435 -1.400 3.634 -0.3 0.2 -0.1 0.057
H 2.800 0.307 0.548 0.1 -0.6 0.2 0.092
H 9.708 1.412 -2.848 -0.1 -0.1 0.3 0.084
H 5.437 4.662 5.634 -0.1 -0.5 0.3 0.098
H 7.167 2.948 -1.821 0.4 0.4 -0.3 0.102
H 1.659 0.344 -6.076 0.1 -0.3 0.8 0.089
H -3.121 -2.504 -0.571 -0.5 -0.2 -0.2 0.066
H -0.329 -4.866 -8.264 0.3 0.2 0.5 0.104
H 2.224 -3.868 1.639 -1.0 0.6 -0.2 0.058
H 1.310 2.963 1.452 -0.1 0.5 -0.1 0.057
H 1.990 3.037 6.411 -0.1 0.1 0.0 0.115
H 1.810 3.961 -0.995 -0.4 -0.1 0.2 0.103
H -2.378 3.983 -6.081 -0.5 0.2 0.2 0.107
H 7.351 1.382 -0.147 0.1 0.0 0.1 0.099
H -3.476 2.819 0.581 0.3 0.0 0.0 0.125
H 1.592 0.705 4.184 0.8 -0.6 -0.1 0.046
H -1.495 -5.935 -1.870 -0.9 0.5 -0.8 0.085
H -0.289 -0.095 -4.608 0.0 0.2 -0.3 0.104
H -3.136 -0.301 2.670 -0.3 0.4 0.2 0.082
H 1.975 -0.117 5.811 0.3 0.2 -0.3 0.080
```
Positions in Å, forces in eV/Å.

Kohn-Sham gap (alpha / beta) (Ha): 0.16014 / 0.19831
Spin multiplicity: 2
Charge: +5
E_tot (Eh): -3586.14871
LUMO level (alpha / beta) (Eh): -0.48146 / -0.48146
Max |F| (eV Å⁻¹): 9.56
HOMO (alpha / beta) (eV): -17.46 / -18.50

Density functional theory data (ωB97M-V/def2-TZVPD) for a 2-piece molecular cluster, C5H11O2 overall in a non-equilibrium geometry.

```
18
Properties=species:S:1:pos:R:3:forces:R:3:lowdin_charge:R:1
O -2.347 0.040 1.711 -0.9 -0.2 -0.4 -0.091
O -0.267 0.798 1.768 1.2 0.1 0.6 -0.116
C 2.037 -1.388 -1.491 -0.3 2.4 2.2 -0.277
C 0.793 -0.977 -2.263 0.8 4.2 -1.1 -0.156
C -1.386 0.665 1.245 0.3 0.6 0.2 -0.834
C -1.457 1.406 -0.106 1.0 -1.7 -1.7 -0.059
C 2.075 -0.499 -0.125 -0.6 -3.6 0.0 -0.103
H 2.343 0.474 -0.185 0.7 3.3 -1.3 0.014
H -0.085 -0.874 -1.651 -0.3 -0.3 0.4 0.038
H 1.120 -0.427 0.442 0.5 -0.6 -0.4 0.057
H 2.960 -1.156 -2.034 -0.2 -0.4 -0.1 0.080
H -0.525 1.048 -0.670 -1.1 0.5 0.7 0.046
H 0.880 0.231 -2.746 0.1 -3.3 1.6 0.147
H 2.029 -2.416 -1.132 -0.1 -0.2 -0.4 0.082
H 2.875 -0.863 0.531 -0.3 -0.5 0.1 0.056
H 0.576 -1.508 -3.144 -0.2 -1.1 -1.0 0.016
H -2.298 1.072 -0.736 -0.1 0.5 0.3 0.053
H -1.329 2.479 -0.064 -0.3 0.3 0.3 0.046
```
Positions in Å, forces in eV/Å.

Kohn-Sham gap (Ha): 0.27745
Relative energy (zero: lowest compared OMol25 entry of this formula, charge and spin) (eV): 1.290
Charge: -1
E_tot (Eh): -347.60224
LUMO level (Eh): 0.13784
Max |F| (eV Å⁻¹): 4.42
HOMO (eV): -3.80